Entry 1:
{
  "formula": "C48H45BF3N6O7P4S3Y",
  "method": "ωB97M-V/def2-TZVPD",
  "homo_energy_ev": -2.60,
  "energy_ev": -153326.6270,
  "charge": -2,
  "orbital_gap_ev": 5.500,
  "e_above_lowest_kcal_mol": 16.01,
  "species": ["Y", "S", "P", "C", "P", "S", "C", "C", "C", "C", "C", "C", "C", "C", "C", "C", "C", "C", "C", "C", "C", "C", "C", "C", "C", "C", "C", "C", "C", "C", "H", "H", "H", "H", "H", "H", "H", "H", "H", "H", "H", "H", "H", "H", "H", "H", "H", "H", "H", "H", "B", "N", "C", "C", "C", "N", "N", "C", "C", "C", "N", "H", "H", "H", "H", "H", "H", "H", "H", "C", "C", "O", "P", "O", "O", "O", "P", "O", "O", "O", "H", "H", "H", "H", "H", "H", "H", "N", "C", "S", "C", "C", "C", "N", "C", "C", "H", "H", "H", "H", "H", "H", "F", "C", "F", "F", "C", "C", "C", "C", "C", "C", "C", "C", "H", "H", "H", "H"],
  "coordinates": [[-0.64841, -0.25815, 1.20539], [2.40249, 1.09857, 3.10674], [2.62940, 1.11014, 1.12748], [1.39475, 0.37144, 0.17595], [1.11064, 1.19841, -1.34047], [-0.24033, 2.61891, -1.52056], [2.65734, 1.81029, -2.14902], [3.77894, 0.99488, -2.21746], [4.97890, 1.48675, -2.69282], [5.06147, 2.79049, -3.15378], [3.92721, 3.58363, -3.15764], [2.73357, 3.10002, -2.65332], [0.73789, -0.13123, -2.55745], [0.00823, 0.16937, -3.69924], [-0.15891, -0.77899, -4.69174], [0.42737, -2.02720, -4.56291], [1.13533, -2.33978, -3.41459], [1.27613, -1.40280, -2.40993], [3.10881, 2.81159, 0.62527], [4.38855, 3.22993, 0.28964], [4.60632, 4.54672, -0.07111], [3.56047, 5.45272, -0.11731], [2.28275, 5.03570, 0.21868], [2.06122, 3.72544, 0.58956], [4.21542, 0.16650, 1.02744], [4.25729, -1.02777, 0.32550], [5.39097, -1.81839, 0.34687], [6.48897, -1.42941, 1.09492], [6.44194, -0.25523, 1.83265], [5.30775, 0.53425, 1.80549], [3.70857, -0.03142, -1.89816], [5.85420, 0.85077, -2.69940], [6.00537, 3.18398, -3.50937], [3.97777, 4.58908, -3.55062], [1.84468, 3.71447, -2.63813], [-0.43545, 1.15108, -3.79616], [-0.74088, -0.54157, -5.57198], [0.32646, -2.76069, -5.35074], [1.56791, -3.32353, -3.29535], [1.78372, -1.65207, -1.48891], [5.20855, 2.52575, 0.29691], [5.61092, 4.86787, -0.31136], [3.73757, 6.47681, -0.42224], [1.45751, 5.73138, 0.20047], [1.06545, 3.39369, 0.85093], [3.37779, -1.33165, -0.22643], [5.41359, -2.74589, -0.21239], [7.38251, -2.04285, 1.11334], [7.28763, 0.03116, 2.44803], [5.24080, 1.43033, 2.40967], [-1.79560, -3.17886, 3.34272], [-0.29784, -2.79304, 3.38089], [0.59036, -3.18646, 4.29570], [1.86015, -2.86467, 3.85128], [1.63833, -2.25441, 2.62477], [0.33398, -2.21867, 2.35399], [-2.71779, -1.94589, 3.16994], [-3.77515, -1.66107, 3.92758], [-4.51608, -0.67207, 3.30667], [-3.79681, -0.39629, 2.15051], [-2.71493, -1.17266, 2.08064], [-1.96074, -3.89497, 2.38523], [-2.07336, -3.71462, 4.37665], [0.28575, -3.65758, 5.20781], [2.79864, -3.04644, 4.33613], [2.36023, -1.86743, 1.92352], [-3.92788, -2.15049, 4.86580], [-5.42597, -0.21167, 3.64025], [-4.02983, 0.29748, 1.36222], [-3.34951, 2.30820, 4.43943], [-1.84659, 2.36786, 4.55961], [-1.47413, 3.34965, 5.49232], [-1.09143, 2.84141, 2.94121], [0.38844, 3.26685, 3.26918], [-1.79127, 4.26766, 2.67881], [-1.24126, 2.04117, 1.69063], [-1.09676, 0.68386, 4.88786], [0.25520, 1.14895, 5.70590], [-1.94875, -0.16433, 5.73596], [-0.62026, 0.23159, 3.52892], [-3.74328, 3.31552, 4.29957], [-3.76676, 1.86320, 5.34290], [-3.61154, 1.68479, 3.58695], [-0.62693, 3.06780, 5.86871], [1.05953, 2.51992, 3.24796], [-1.53761, 4.52063, 1.78770], [1.00915, 0.89665, 5.16248], [-6.84406, 2.87484, -2.69686], [-5.85784, 2.14848, -3.29619], [-6.01196, 1.78015, -4.90426], [-4.71511, 1.75240, -2.49186], [-4.40285, 2.37531, -1.27404], [-3.37730, 1.87251, -0.49551], [-2.67302, 0.78917, -0.80886], [-2.92282, 0.23047, -1.98913], [-3.89597, 0.67991, -2.86383], [-7.68091, 3.03394, -3.23590], [-6.93751, 2.86314, -1.69443], [-4.92871, 3.26265, -0.95274], [-3.09961, 2.36246, 0.42868], [-2.32229, -0.64106, -2.21964], [-4.03787, 0.19539, -3.81818], [-2.06897, -8.24391, -4.37191], [-2.73826, -7.09371, -4.58437], [-2.62726, -6.85682, -5.91253], [-4.04714, -7.41226, -4.40403], [-2.29013, -5.95582, -3.73520], [-1.48872, -6.16969, -2.61568], [-1.14070, -5.10829, -1.81184], [-1.58903, -3.80939, -2.09410], [-2.37303, -3.60956, -3.24050], [-2.72168, -4.66744, -4.04814], [-1.27213, -2.74929, -1.21996], [-1.01577, -1.85035, -0.43434], [-1.15053, -7.17075, -2.38866], [-0.52699, -5.25956, -0.93703], [-2.70879, -2.61197, -3.47987], [-3.33183, -4.51605, -4.92777]],
  "forces_ev_per_a": [[0.03, 1.00, 1.37], [0.13, 0.12, 0.66], [-0.07, -0.73, -0.73], [1.10, 1.65, -0.56], [0.40, -1.20, 0.16], [-0.39, 0.49, -0.13], [-0.09, 0.09, 0.08], [-0.09, -0.05, -0.06], [0.18, -0.09, -0.09], [0.08, 0.03, -0.05], [0.10, 0.06, -0.15], [-0.05, -0.04, -0.05], [0.03, 0.27, 0.00], [-0.02, 0.03, 0.02], [-0.04, -0.07, -0.16], [0.01, -0.09, -0.07], [0.13, -0.11, -0.11], [0.13, 0.19, 0.02], [-0.28, -0.24, 0.12], [-0.03, -0.12, 0.10], [0.28, 0.13, 0.03], [-0.05, 0.06, 0.02], [0.07, 0.15, 0.03], [-0.09, -0.07, 0.23], [-0.27, -0.02, 0.03], [-0.06, 0.16, -0.06], [0.21, -0.22, -0.03], [0.17, -0.12, -0.04], [0.16, 0.07, 0.09], [0.06, 0.05, -0.01], [0.03, -0.08, 0.10], [0.06, -0.06, -0.01], [0.04, 0.01, -0.05], [-0.01, 0.14, 0.01], [-0.05, 0.06, 0.08], [-0.01, 0.09, 0.03], [-0.03, 0.03, -0.10], [-0.07, -0.09, -0.05], [0.00, -0.10, 0.01], [-0.02, 0.00, 0.03], [0.04, 0.04, -0.06], [0.07, 0.03, -0.12], [0.03, 0.04, 0.02], [-0.11, 0.09, -0.07], [0.05, 0.05, -0.07], [-0.07, 0.00, 0.00], [0.00, -0.02, 0.01], [-0.02, -0.03, 0.02], [0.00, 0.02, -0.03], [0.05, -0.03, 0.04], [0.12, -0.06, -0.38], [-0.12, -0.15, 0.47], [0.25, 0.07, 0.07], [-0.03, -0.12, 0.08], [0.06, -0.07, -0.24], [0.20, 0.35, -0.50], [-0.19, -0.16, 0.32], [-0.24, 0.12, -0.02], [-0.10, -0.15, 0.01], [-0.09, -0.19, -0.07], [-0.33, 0.15, -0.39], [-0.07, -0.12, -0.07], [-0.06, -0.06, 0.26], [-0.22, -0.13, 0.13], [0.14, 0.00, 0.11], [-0.12, 0.12, 0.04], [0.03, -0.18, 0.18], [-0.10, 0.05, 0.10], [0.10, 0.07, -0.03], [-0.02, 0.06, 0.02], [0.35, -0.64, -0.78], [0.06, 0.16, 0.54], [0.44, 0.80, 0.30], [-0.68, 0.15, 0.08], [-0.10, -0.06, 0.19], [-0.33, -0.43, -0.07], [0.37, -0.10, 0.21], [-0.68, -0.05, -0.02], [-0.19, 0.16, 0.23], [-0.17, -0.10, 0.11], [-0.03, 0.03, -0.02], [-0.01, -0.04, -0.03], [-0.15, 0.02, 0.06], [0.02, 0.06, -0.10], [0.29, -0.23, -0.16], [-0.03, 0.27, -0.36], [0.38, 0.02, -0.24], [0.41, -0.36, 0.18], [-1.18, 0.51, -1.02], [0.07, 0.03, 0.07], [1.09, -0.48, 0.97], [-0.20, -0.14, -0.42], [0.01, 0.18, 0.13], [-0.15, -0.05, 0.18], [0.15, -0.26, 0.13], [-0.39, 0.40, -0.01], [0.16, -0.03, -0.02], [0.10, 0.03, 0.03], [-0.02, 0.06, 0.09], [0.02, -0.01, 0.05], [0.03, 0.03, -0.02], [-0.09, -0.07, 0.00], [0.25, 0.02, 0.25], [-0.24, -0.37, -0.29], [0.08, 0.28, -0.08], [-0.09, 0.15, 0.14], [0.10, -0.04, 0.04], [-0.21, -0.15, -0.38], [0.01, 0.16, 0.04], [-0.08, -0.33, -0.08], [0.01, -0.02, 0.10], [0.02, -0.33, -0.04], [-0.06, 0.21, 0.18], [-0.27, -0.77, -0.85], [0.03, -0.02, 0.05], [0.03, 0.00, 0.09], [0.00, 0.08, -0.01], [-0.05, 0.08, -0.05]],
  "lowdin_charge": [1.30, 0.43, 0.44, -0.63, 0.39, 0.32, -0.32, -0.09, -0.09, -0.11, -0.10, -0.12, -0.34, -0.12, -0.10, -0.11, -0.09, -0.12, -0.32, -0.09, -0.11, -0.10, -0.08, -0.14, -0.35, -0.13, -0.09, -0.11, -0.10, -0.14, 0.08, 0.10, 0.09, 0.10, 0.05, 0.06, 0.09, 0.09, 0.10, 0.08, 0.09, 0.10, 0.09, 0.10, 0.05, 0.07, 0.10, 0.09, 0.09, 0.09, -0.44, -0.08, -0.10, -0.07, -0.18, -0.03, -0.07, -0.11, -0.09, -0.18, -0.03, 0.07, 0.07, 0.11, 0.08, 0.07, 0.11, 0.09, 0.08, -0.07, -0.59, -0.05, 0.50, -0.19, -0.11, -0.40, 0.36, -0.17, -0.28, -0.44, 0.08, 0.09, 0.05, 0.08, -0.10, 0.07, -0.02, 0.06, -0.82, 0.63, -0.25, -0.01, -0.19, 0.05, -0.12, -0.01, 0.08, 0.09, 0.11, 0.09, 0.07, 0.08, 0.11, -0.58, 0.11, 0.11, -0.15, -0.02, -0.01, -0.24, -0.02, -0.02, -0.15, -0.10, 0.11, 0.12, 0.10, 0.12]
}


Entry 2:
{
  "formula": "C48H45BrCl2N8O3Re",
  "method": "ωB97M-V/def2-TZVPD",
  "homo_energy_ev": [-11.79, -11.79],
  "energy_ev": -165775.3183,
  "charge": 2,
  "spin_multiplicity": 2,
  "orbital_gap_ev": [4.383, 4.665],
  "e_above_lowest_kcal_mol": 33.76,
  "species": ["Re", "N", "C", "N", "C", "N", "N", "C", "C", "C", "C", "C", "C", "N", "C", "C", "C", "C", "C", "C", "H", "H", "H", "H", "H", "H", "H", "H", "H", "H", "H", "C", "C", "C", "C", "C", "C", "C", "Br", "C", "O", "C", "C", "C", "C", "C", "C", "H", "H", "H", "H", "H", "H", "H", "H", "H", "H", "H", "H", "H", "H", "H", "H", "H", "H", "H", "H", "N", "C", "C", "C", "C", "C", "N", "C", "H", "H", "H", "H", "Cl", "C", "C", "C", "C", "C", "Cl", "C", "N", "C", "C", "C", "C", "C", "C", "C", "C", "O", "O", "H", "H", "H", "H", "H", "H", "H", "H", "H", "H"],
  "coordinates": [[-1.08344, -0.69325, -0.02455], [3.18615, 1.12845, -2.67289], [1.86070, 1.15807, -2.50717], [1.12610, 0.14602, -2.16220], [1.74943, -1.05702, -1.94577], [1.07850, -2.13461, -1.65475], [-0.25145, -2.00653, -1.40083], [-1.02096, -2.90536, -1.92034], [-2.40643, -2.86534, -1.53018], [-3.37201, -3.76301, -1.96848], [-4.66453, -3.63929, -1.49839], [-4.96598, -2.60904, -0.61203], [-3.96303, -1.75395, -0.21205], [-2.69758, -1.88374, -0.64616], [3.19450, -1.16852, -2.04948], [3.89032, -2.35386, -1.77400], [5.25470, -2.39680, -1.92542], [5.95184, -1.25925, -2.35116], [5.29166, -0.07913, -2.60627], [3.90796, -0.03905, -2.44673], [3.67547, 1.95947, -2.96945], [1.38182, 2.11364, -2.69111], [-0.61656, -3.63941, -2.60444], [-3.09588, -4.54605, -2.66102], [-5.43143, -4.33374, -1.81238], [-5.96756, -2.47105, -0.23182], [-4.15556, -0.94662, 0.48233], [3.33218, -3.21954, -1.44685], [5.79499, -3.30847, -1.71420], [7.02547, -1.30340, -2.47379], [5.83119, 0.80463, -2.92280], [-2.73034, 6.78548, -1.55453], [-3.51868, 5.88792, -0.58767], [-5.02179, 5.98859, -0.90550], [-3.27440, 6.37365, 0.84344], [-3.10429, 4.43791, -0.76991], [-2.87161, 3.59472, 0.33139], [-2.49558, 2.30964, 0.08716], [-2.25171, 1.09224, 1.53218], [-2.31368, 1.76079, -1.20717], [-1.83387, 0.56277, -1.36974], [-2.66713, 2.57365, -2.32972], [-3.01682, 3.88322, -2.05152], [-2.71620, 2.10068, -3.78781], [-2.27001, 0.65725, -4.04583], [-1.83812, 3.02077, -4.65013], [-4.18270, 2.22464, -4.24323], [-2.97952, 7.82763, -1.35720], [-2.97297, 6.58819, -2.59808], [-1.65428, 6.66464, -1.41949], [-5.34534, 7.02463, -0.80106], [-5.61109, 5.37727, -0.22053], [-5.23761, 5.66798, -1.92551], [-3.46213, 7.44509, 0.89551], [-2.24273, 6.20462, 1.15840], [-3.94565, 5.89593, 1.55892], [-2.99218, 3.94940, 1.34419], [-3.26550, 4.52309, -2.88547], [-1.23659, 0.47840, -3.75217], [-2.36110, 0.46937, -5.11655], [-2.90312, -0.06454, -3.52953], [-0.79482, 2.97863, -4.33132], [-2.15993, 4.06073, -4.62028], [-1.88638, 2.69361, -5.68886], [-4.83515, 1.59336, -3.63746], [-4.26711, 1.90273, -5.28156], [-4.54602, 3.25004, -4.17880], [-3.42398, -6.30257, 2.49242], [-2.86679, -5.31469, 2.66652], [-2.22129, -4.04566, 2.85595], [-1.98827, -3.50823, 4.11520], [-1.35754, -2.27885, 4.18928], [-1.02788, -1.62126, 3.02004], [-1.28286, -2.11910, 1.79978], [-1.84061, -3.32841, 1.73094], [-2.28187, -4.04796, 5.00513], [-1.11597, -1.83164, 5.14253], [-0.50442, -0.67456, 3.05234], [-1.96169, -3.77473, 0.75498], [5.13090, -0.72822, 5.18418], [4.38702, -2.29054, 5.28173], [4.64189, -3.06392, 6.40251], [3.97244, -4.26067, 6.59353], [3.03472, -4.67563, 5.66119], [2.81761, -3.90933, 4.53285], [1.63514, -4.45463, 3.36844], [3.50098, -2.71159, 4.28359], [3.22998, -1.97750, 3.13859], [4.19216, -1.40923, 2.29040], [5.46835, -1.96142, 2.19344], [6.44071, -1.36989, 1.40911], [6.14718, -0.22124, 0.68648], [4.87313, 0.31499, 0.76229], [3.88229, -0.26205, 1.55120], [2.56338, 0.46138, 1.69081], [1.35409, -0.16326, 1.05158], [0.50768, 0.60922, 0.44901], [1.08150, -1.37222, 1.09335], [5.34789, -2.70115, 7.13618], [4.16924, -4.85949, 7.47098], [2.48514, -5.59686, 5.79391], [2.32601, -2.12811, 2.71407], [5.69571, -2.85194, 2.76635], [7.43222, -1.80103, 1.37165], [6.90625, 0.26078, 0.08578], [4.64428, 1.22485, 0.21803], [2.64936, 1.46811, 1.28528], [2.32147, 0.55929, 2.75816]],
  "forces_ev_per_a": [[1.05, 1.29, 0.43], [0.02, -0.07, 0.05], [-0.01, 0.11, -0.09], [0.08, -0.27, -0.17], [0.01, 0.26, 0.02], [0.05, -0.28, -0.04], [-0.04, -0.06, -0.16], [-0.01, 0.13, -0.02], [-0.05, -0.02, -0.01], [0.07, 0.01, -0.05], [-0.03, 0.04, 0.05], [0.01, -0.02, -0.05], [0.00, 0.07, 0.04], [-0.25, -0.18, 0.02], [-0.03, -0.01, -0.02], [0.01, 0.01, 0.00], [0.00, 0.02, 0.01], [-0.04, 0.01, -0.06], [-0.03, -0.04, -0.08], [0.05, -0.02, -0.07], [-0.04, 0.02, -0.01], [-0.01, 0.01, 0.02], [0.03, -0.01, 0.02], [0.01, 0.00, -0.01], [0.00, 0.00, -0.02], [0.00, 0.00, 0.01], [0.01, 0.00, 0.00], [0.01, -0.01, -0.01], [0.01, -0.01, 0.00], [0.01, -0.01, 0.00], [0.01, 0.01, -0.01], [-0.01, 0.01, 0.09], [-0.12, 0.02, -0.05], [0.08, 0.12, 0.04], [-0.01, 0.02, -0.06], [0.13, -0.42, 0.18], [-0.20, 0.66, -0.23], [0.20, -0.47, -1.10], [-0.06, -0.25, 0.00], [-0.67, 2.11, 0.35], [1.10, -3.01, 0.96], [0.30, -0.67, 0.63], [-0.15, 0.26, 0.38], [-0.03, 0.09, 0.02], [-0.02, 0.02, 0.01], [0.00, -0.05, -0.03], [0.07, -0.02, -0.06], [0.00, 0.03, -0.02], [0.01, -0.02, -0.01], [0.01, 0.00, 0.01], [-0.05, 0.01, -0.01], [0.00, -0.01, 0.00], [0.01, 0.00, -0.01], [-0.03, 0.01, 0.02], [0.01, 0.01, -0.01], [0.01, -0.02, 0.01], [0.00, 0.03, 0.00], [0.00, 0.02, -0.01], [0.03, 0.01, 0.01], [0.01, -0.01, -0.01], [-0.02, -0.01, 0.02], [0.02, -0.01, 0.01], [0.00, 0.00, 0.02], [0.01, 0.01, -0.03], [0.00, 0.00, 0.01], [-0.02, 0.01, -0.03], [-0.01, -0.01, 0.00], [0.03, -0.03, -0.04], [-0.03, 0.03, 0.07], [0.09, -0.03, -0.06], [-0.01, -0.01, 0.02], [0.07, 0.00, -0.07], [0.18, 0.06, 0.10], [-0.61, 0.43, -0.53], [0.15, -0.13, -0.08], [0.00, 0.00, 0.01], [0.00, 0.03, -0.01], [-0.11, 0.04, 0.01], [-0.13, 0.07, -0.01], [0.00, -0.02, -0.06], [0.00, 0.06, 0.05], [-0.01, -0.02, 0.02], [-0.01, 0.03, -0.07], [-0.01, -0.03, 0.03], [0.08, 0.02, 0.02], [-0.05, 0.00, -0.06], [-0.06, -0.28, 0.04], [-0.42, 0.51, -0.09], [0.19, -0.02, -0.07], [-0.06, -0.02, 0.04], [-0.01, 0.07, -0.02], [-0.01, -0.04, 0.12], [-0.01, -0.07, -0.05], [0.01, 0.01, -0.02], [-0.02, -0.03, 0.01], [0.18, 0.55, -0.14], [-0.45, -0.30, 0.13], [-0.51, -0.23, -0.27], [0.00, 0.00, 0.00], [0.00, 0.00, 0.01], [0.00, 0.00, 0.00], [0.09, -0.14, 0.00], [0.01, 0.00, -0.01], [0.01, -0.01, -0.01], [0.01, 0.00, 0.02], [-0.01, 0.03, 0.02], [0.00, 0.03, 0.06], [-0.03, -0.02, -0.01]],
  "mulliken_spin": [1.04, 0.00, 0.00, 0.03, 0.02, 0.00, 0.04, 0.00, -0.02, 0.00, 0.00, -0.01, -0.04, -0.04, 0.01, 0.00, 0.00, 0.00, 0.00, 0.00, 0.00, 0.00, 0.00, 0.00, 0.00, 0.00, 0.00, 0.00, 0.00, 0.00, 0.00, 0.00, -0.01, -0.01, 0.00, -0.02, 0.02, -0.03, 0.01, 0.01, -0.05, -0.04, 0.02, -0.01, 0.00, 0.00, 0.00, 0.00, 0.00, 0.00, 0.00, 0.00, 0.00, 0.00, 0.00, 0.00, 0.00, 0.00, 0.00, 0.00, 0.00, 0.00, 0.00, 0.00, 0.00, 0.00, 0.00, 0.00, 0.00, 0.00, 0.01, 0.00, 0.02, 0.00, 0.01, 0.00, 0.00, 0.00, 0.00, 0.00, 0.00, 0.00, 0.00, 0.00, 0.00, 0.00, 0.00, 0.00, 0.00, 0.00, 0.00, 0.00, 0.00, 0.00, 0.01, 0.02, 0.02, 0.01, 0.00, 0.00, 0.00, 0.00, 0.00, 0.00, 0.00, 0.00, 0.00, 0.00]
}